C14H26FINO7P2S2 | the ωB97M-V functional and the def2-TZVPD basis

```
54
Properties=species:S:1:pos:R:3:mulliken_charge:R:1
C -0.781 3.972 2.240 -0.845
C -1.243 3.331 1.010 -0.304
C -0.360 2.424 -0.091 -0.218
C -0.923 3.017 -1.499 -0.496
C -0.201 2.645 -2.882 0.415
O 0.983 3.053 -3.368 -0.437
F -0.975 1.779 -3.854 -0.290
C -0.914 0.886 0.274 -0.481
S -0.563 0.334 2.017 -0.161
C -0.387 -0.086 -0.918 -0.713
C -0.747 -1.692 -0.616 -0.337
C -2.280 -1.927 -0.087 -0.679
O -2.165 -2.487 1.292 -0.136
C -3.474 -2.928 1.798 0.068
O -4.532 -2.146 2.026 -0.505
C 1.238 0.049 -1.111 0.347
C 1.565 -0.211 -2.691 -0.607
P 2.508 -1.901 -2.940 0.716
O 2.513 -2.318 -4.465 -0.645
O 4.135 -1.892 -2.341 -0.528
O 1.682 -3.224 -2.088 -0.498
C 1.959 1.314 -0.382 -0.396
P 3.599 1.903 -1.270 0.002
S 5.006 2.417 -0.027 -0.263
N 1.112 2.429 0.139 -0.140
I 1.826 4.365 -0.285 0.388
H -0.624 3.434 3.268 0.295
H -0.508 5.133 2.194 0.262
H -2.406 3.401 0.749 0.297
H -1.006 4.207 -1.436 0.627
H -2.061 2.662 -1.574 0.400
H -2.097 0.969 0.160 0.579
H 0.330 -0.748 1.955 0.182
H -1.026 0.180 -1.870 0.322
H 0.010 -2.199 0.119 0.236
H -0.687 -2.208 -1.691 0.324
H -2.789 -2.777 -0.751 0.418
H -2.984 -0.996 -0.161 0.272
H -3.569 -4.082 2.078 0.409
H 1.652 -0.952 -0.594 0.260
H 2.038 0.670 -3.285 0.489
H 0.528 -0.426 -3.247 0.350
H 4.187 -1.879 -1.341 0.375
H 1.969 -3.228 -1.117 0.359
H 2.471 0.827 0.591 0.297
H 4.094 0.667 -1.899 0.132
H 3.372 2.799 -2.365 0.178
H 1.230 2.432 1.201 0.656
C -1.887 -3.208 4.649 -0.305
O -1.031 -3.954 5.495 -0.539
H -1.407 -2.256 4.409 0.111
H -2.066 -3.766 3.727 0.132
H -2.833 -3.018 5.162 0.306
H -1.483 -4.792 5.691 0.320
```

Values from the calculation:
Gap between HOMO and LUMO ... 6.251 eV
Net charge ... +1
Total energy ... -81809.3086 eV
HOMO level ... -11.8 eV